The following is a DFT calculation (ωB97M-V/def2-TZVPD) of a structure of composition C34H52AuGeO4SSi2.

The geometry in XYZ format:
```
95
Properties=species:S:1:pos:R:3:forces:R:3:lowdin_spin:R:1
H -2.908 -5.019 1.144 -0.006 0.007 0.005 0.00
H -6.013 -3.484 -0.465 -0.009 -0.003 0.002 0.00
C 2.599 -4.252 -5.336 0.005 0.001 -0.018 0.00
H -0.306 -8.275 0.177 0.000 -0.003 0.000 0.00
C 2.104 -3.040 -4.879 0.000 0.006 -0.017 0.00
H 2.106 2.097 -0.348 0.015 0.001 0.015 0.00
H -4.142 3.864 2.144 0.002 0.014 0.013 0.00
H -4.850 -3.144 -1.763 -0.002 0.000 -0.013 0.00
H 3.351 2.324 3.781 -0.004 -0.002 0.009 0.00
H -0.143 1.783 -2.821 -0.008 0.020 0.000 0.00
H -4.460 -1.941 1.758 0.010 -0.002 0.012 0.00
C 3.012 -3.749 0.203 -0.029 -0.079 -0.038 0.00
H 3.070 -1.638 0.579 0.002 -0.010 -0.002 0.01
H 3.144 -6.256 -4.793 0.001 -0.003 -0.002 0.00
C 1.763 -2.887 -3.541 -0.008 -0.009 -0.006 0.00
H 5.356 -5.946 1.338 0.001 -0.004 0.002 0.00
H -2.644 0.804 -4.413 -0.002 -0.002 -0.008 0.00
H 1.358 -6.703 -0.660 0.010 -0.001 -0.006 0.00
H -5.172 2.435 1.925 -0.013 -0.002 -0.004 0.00
O -1.636 0.385 -1.231 0.016 0.028 -0.039 0.00
C -1.575 0.173 -2.645 0.039 -0.011 -0.064 0.00
Au 0.220 -0.928 0.877 0.053 -0.091 0.041 0.46
H -4.515 3.504 -1.588 0.006 -0.004 -0.014 0.00
H 0.567 0.191 -2.522 0.010 -0.011 0.004 0.00
C -5.240 -1.421 1.202 0.014 -0.006 -0.026 0.00
H -2.640 -1.709 -2.732 -0.027 -0.013 -0.007 0.00
C -1.649 -1.319 -2.956 -0.003 0.023 0.019 0.00
H 3.283 -5.881 0.045 -0.010 -0.015 -0.001 0.00
C 3.571 -2.587 0.736 -0.017 0.056 0.004 0.01
H 1.742 -0.482 3.080 -0.001 -0.011 0.006 0.07
H -2.453 -7.451 1.097 -0.002 -0.001 -0.001 0.00
H -6.212 -1.840 1.472 -0.008 0.000 0.001 0.00
C -2.374 3.312 0.100 -0.002 -0.024 -0.023 0.00
Ge 1.430 2.004 2.109 0.016 0.007 0.005 0.12
C -5.010 -1.568 -0.299 -0.038 -0.041 -0.025 0.00
H -1.659 2.742 0.692 0.022 -0.014 0.002 0.00
H -2.323 4.358 0.411 -0.003 0.012 -0.001 0.00
C 1.245 0.104 2.310 0.018 0.052 -0.003 0.93
H 3.283 3.702 2.672 -0.008 0.011 -0.006 0.00
H 1.136 3.528 0.055 -0.008 0.002 0.005 0.00
C 0.201 -4.931 -0.243 0.019 0.040 -0.025 0.00
O -3.903 1.424 -0.139 0.045 -0.061 -0.049 0.01
H -0.061 0.592 -4.138 0.001 0.001 -0.011 0.00
H -1.426 -1.493 -4.012 0.004 0.002 0.001 0.00
Si 1.430 -3.612 -0.827 0.025 -0.051 0.048 0.01
H 1.376 -1.940 -3.187 -0.017 0.024 0.014 0.00
H -2.647 1.999 -3.102 0.005 0.008 0.006 0.00
C 0.070 2.965 3.157 0.052 -0.014 0.011 0.03
H -4.266 -3.585 -0.158 0.015 -0.017 0.008 0.00
H -5.883 -0.899 -2.154 0.002 0.002 -0.008 0.00
H 2.865 -4.376 -6.379 0.001 -0.001 -0.003 0.00
H 0.220 2.788 4.223 0.021 -0.001 -0.002 0.00
H 3.992 2.169 2.140 0.005 -0.009 -0.009 0.00
H 6.309 -3.861 2.273 0.004 -0.001 0.003 0.00
C -1.717 -6.751 0.720 -0.016 0.002 0.010 0.00
O -3.717 -1.098 -0.675 -0.023 0.017 0.030 0.00
H 5.152 -1.705 1.885 0.004 0.005 0.008 0.00
C 1.904 -3.935 -2.630 -0.011 0.017 0.039 0.00
C 5.393 -3.829 1.695 0.015 -0.008 0.007 0.00
C 4.858 -4.998 1.171 0.005 -0.014 0.004 0.00
H -2.084 3.242 -0.949 0.000 -0.002 -0.006 0.00
C 3.198 2.615 2.740 -0.039 -0.013 -0.017 0.02
C -4.781 3.570 -0.532 0.016 -0.024 0.033 0.00
C 3.682 -4.952 0.436 0.025 0.016 0.010 0.00
C -1.026 -4.493 0.263 -0.006 0.007 0.003 0.00
C -1.971 -5.389 0.745 -0.010 -0.002 0.003 0.00
C -2.706 0.933 -3.331 0.011 -0.005 0.021 0.00
C -0.513 -7.212 0.208 0.009 -0.019 -0.002 0.00
C 1.236 2.452 0.210 0.020 -0.001 0.025 0.00
H -7.064 -1.155 -0.856 -0.006 -0.005 0.003 0.00
C 0.429 -6.309 -0.264 0.018 -0.016 -0.016 0.00
H 2.546 -5.983 -2.438 0.005 -0.001 0.005 0.00
O 0.798 -2.153 -0.733 -0.045 0.139 -0.077 0.07
C 4.746 -2.623 1.477 0.004 0.016 0.002 0.00
C -5.042 -3.040 -0.694 -0.002 0.031 0.006 0.00
H 0.357 1.948 -0.194 -0.027 0.015 -0.012 0.00
H 1.980 -2.210 -5.565 0.003 0.000 -0.002 0.00
H -5.785 3.164 -0.403 -0.007 -0.002 0.001 0.00
H -4.786 4.621 -0.235 0.004 0.011 0.004 0.00
C 2.411 -5.143 -3.111 0.005 -0.034 0.004 0.00
H -0.919 -1.850 -2.344 0.025 -0.002 -0.011 0.00
C -0.216 0.722 -3.065 -0.010 -0.006 0.025 0.00
C -4.165 2.833 1.783 0.006 0.004 -0.007 0.00
C 2.755 -5.306 -4.446 0.005 -0.021 0.001 0.00
H -6.002 0.272 -0.830 -0.004 0.015 -0.006 0.00
S -1.917 -0.075 1.733 -0.036 0.003 0.041 0.20
H 0.123 4.040 2.971 -0.006 0.002 -0.015 0.00
H -5.222 -0.370 1.493 -0.001 0.020 0.010 0.00
H -3.469 2.235 2.373 -0.004 0.004 -0.004 0.00
Si -2.823 0.169 -0.127 -0.045 0.005 0.036 0.03
H -0.920 2.599 2.890 -0.036 -0.010 -0.013 0.00
C -6.061 -0.786 -1.083 0.023 -0.009 0.017 0.00
C -3.785 2.774 0.307 -0.058 0.055 0.024 0.00
H -3.674 0.560 -2.990 -0.015 -0.002 0.003 0.00
H -1.244 -3.431 0.280 -0.009 0.013 0.008 0.00
```
Forces are in eV/Å.

Summary:
Multiplicity   3
E_LUMO (spin up / spin down)   2.647 / 2.118 eV
Relative energy (zero: lowest compared OMol25 entry of this formula, charge and spin)   0.000 eV
Max |F|   0.17 eV/A
Calculated total energy   -4817.77988 Eh
HOMO-LUMO gap (spin up / spin down)   6.79 / 7.55 eV
Net charge   -1
<S²>   2.011